{"formula": "C20H32NO6", "method": "wB97M-V/def2-TZVPD", "symbols": ["O", "C", "O", "C", "C", "C", "C", "C", "N", "C", "C", "C", "C", "C", "C", "H", "H", "H", "H", "H", "H", "H", "H", "H", "H", "H", "H", "H", "H", "H", "H", "O", "C", "O", "C", "C", "C", "H", "H", "H", "H", "H", "H", "H", "H", "O", "C", "O", "C", "C", "C", "H", "H", "H", "H", "H", "H", "H", "H"], "xyz": [[2.794, 3.827, 1.737], [2.545, 2.652, 1.618], [1.402, 2.129, 2.243], [0.599, 1.359, 1.387], [-0.013, 2.101, 0.207], [-0.763, 1.106, -0.726], [-1.023, -0.320, -0.150], [-0.912, -0.481, 1.387], [-0.554, 0.772, 2.123], [3.449, 1.760, 0.786], [3.371, 1.871, -0.587], [4.171, 1.036, -1.333], [4.991, 0.129, -0.711], [5.074, 0.036, 0.652], [4.279, 0.866, 1.416], [1.201, 0.492, 1.075], [0.686, 2.752, -0.312], [-0.781, 2.771, 0.631], [-1.692, 1.523, -1.118], [-0.128, 0.974, -1.610], [-0.373, -1.064, -0.614], [-2.045, -0.600, -0.420], [-0.126, -1.225, 1.594], [-1.840, -0.900, 1.785], [-1.337, 1.427, 2.176], [-0.263, 0.513, 3.069], [2.700, 2.600, -1.023], [4.108, 1.097, -2.415], [5.608, -0.530, -1.315], [5.715, -0.688, 1.142], [4.263, 0.842, 2.502], [0.841, -2.924, 0.779], [0.836, -3.947, 1.424], [1.714, -4.090, 2.419], [1.683, -5.173, 3.364], [2.406, -6.392, 2.835], [-0.079, -5.091, 1.067], [0.659, -5.393, 3.667], [2.195, -4.803, 4.250], [1.932, -6.783, 1.934], [2.422, -7.182, 3.586], [3.433, -6.138, 2.570], [0.381, -5.677, 0.273], [-1.019, -4.679, 0.707], [-0.321, -5.741, 1.904], [-4.161, 1.202, -1.399], [-4.449, 2.078, -2.177], [-4.011, 1.996, -3.439], [-4.442, 2.871, -4.491], [-3.632, 4.149, -4.519], [-5.213, 3.300, -1.734], [-5.515, 3.058, -4.425], [-4.281, 2.319, -5.416], [-3.753, 4.724, -3.600], [-3.934, 4.776, -5.358], [-2.569, 3.921, -4.615], [-4.517, 4.016, -1.297], [-5.933, 2.997, -0.977], [-5.778, 3.782, -2.528]], "nbo_charge": [-0.480, 0.774, -0.534, 0.253, -0.451, -0.413, -0.448, -0.254, -0.507, -0.103, -0.229, -0.184, -0.196, -0.188, -0.219, 0.212, 0.249, 0.208, 0.250, 0.229, 0.254, 0.252, 0.265, 0.231, 0.436, 0.449, 0.219, 0.226, 0.227, 0.230, 0.225, -0.631, 0.818, -0.498, -0.071, -0.639, -0.747, 0.179, 0.205, 0.210, 0.231, 0.225, 0.259, 0.245, 0.227, -0.612, 0.809, -0.501, -0.072, -0.637, -0.745, 0.182, 0.206, 0.206, 0.230, 0.218, 0.243, 0.251, 0.227], "orbital_gap_ev": 9.69, "charge": 1, "homo_energy_ev": -12.18}

---

{"formula": "C20H33F5N2O4RhS2Si", "method": "wB97M-V/def2-TZVPD", "symbols": ["Rh", "C", "C", "C", "C", "O", "Si", "S", "O", "C", "C", "C", "C", "O", "C", "C", "C", "C", "H", "H", "H", "H", "H", "H", "H", "H", "H", "H", "H", "H", "H", "H", "H", "H", "H", "H", "H", "H", "H", "H", "H", "H", "H", "H", "H", "F", "C", "C", "F", "C", "F", "C", "S", "C", "F", "C", "F", "C", "N", "C", "N", "O", "H", "H", "H", "H", "H", "H"], "xyz": [[-0.738, 1.049, 0.002], [3.796, 0.011, -0.540], [2.524, 0.735, -0.948], [2.740, 2.238, -1.008], [1.981, 0.192, -2.257], [1.465, 0.472, 0.044], [1.589, 0.275, 1.702], [-0.469, 0.338, 2.212], [2.399, 1.580, 2.232], [3.086, 1.815, 3.488], [4.471, 1.195, 3.392], [3.173, 3.327, 3.623], [2.289, 1.215, 4.638], [2.361, -1.064, 2.157], [2.003, -2.471, 2.165], [1.223, -2.754, 3.440], [3.323, -3.221, 2.151], [1.177, -2.802, 0.929], [4.564, 0.203, -1.289], [3.638, -1.066, -0.479], [4.169, 0.364, 0.422], [3.496, 2.468, -1.760], [3.076, 2.613, -0.042], [1.815, 2.750, -1.278], [2.709, 0.339, -3.054], [1.064, 0.715, -2.544], [1.766, -0.874, -2.172], [5.014, 1.618, 2.546], [4.403, 0.115, 3.261], [5.038, 1.401, 4.301], [3.703, 3.751, 2.770], [3.706, 3.599, 4.534], [2.174, 3.764, 3.663], [2.204, 0.132, 4.534], [1.285, 1.641, 4.681], [2.788, 1.419, 5.586], [1.820, -2.491, 4.314], [0.972, -3.814, 3.503], [0.296, -2.180, 3.463], [3.924, -2.945, 3.017], [3.889, -2.987, 1.248], [3.146, -4.296, 2.180], [0.234, -2.249, 0.930], [0.945, -3.867, 0.911], [1.725, -2.557, 0.018], [-6.221, -2.411, 2.112], [-5.257, -1.981, 1.333], [-4.746, -2.815, 0.342], [-5.232, -4.034, 0.197], [-3.740, -2.350, -0.475], [-3.258, -3.149, -1.408], [-3.199, -1.056, -0.319], [-1.944, -0.540, -1.350], [-3.756, -0.239, 0.687], [-3.352, 1.020, 0.823], [-4.768, -0.685, 1.501], [-5.300, 0.098, 2.424], [-0.571, 6.526, 0.716], [-0.529, 5.319, -0.089], [-0.540, 4.071, 0.398], [-0.651, 3.900, 1.722], [-0.456, 3.107, -0.417], [-0.498, 7.383, 0.054], [0.270, 6.567, 1.410], [-1.510, 6.607, 1.268], [-0.487, 5.383, -1.092], [-0.652, 4.685, 2.347], [-0.526, 2.974, 2.111]], "nbo_charge": [1.010, -0.642, 0.287, -0.645, -0.625, -0.994, 2.233, -0.706, -0.980, 0.280, -0.634, -0.614, -0.644, -0.974, 0.282, -0.632, -0.619, -0.641, 0.232, 0.218, 0.228, 0.223, 0.231, 0.221, 0.232, 0.203, 0.219, 0.214, 0.227, 0.222, 0.216, 0.221, 0.202, 0.222, 0.214, 0.229, 0.220, 0.222, 0.217, 0.221, 0.214, 0.220, 0.211, 0.229, 0.213, -0.247, 0.350, 0.265, -0.258, 0.382, -0.263, -0.348, 0.199, 0.350, -0.285, 0.310, -0.270, -0.432, -0.586, 0.800, -0.815, -0.755, 0.239, 0.207, 0.208, 0.423, 0.412, 0.433], "multiplicity": 5, "orbital_gap_ev": [9.19, 5.58], "de_lowest_ev": 0.085, "charge": 1, "homo_energy_ev": [-11.50, -11.85]}

---

{"formula": "C20H33FIN3O4", "method": "wB97M-V/def2-TZVPD", "symbols": ["C", "C", "F", "C", "C", "O", "C", "C", "C", "O", "O", "C", "O", "I", "H", "H", "H", "H", "H", "H", "H", "H", "H", "H", "H", "H", "C", "C", "C", "C", "N", "H", "H", "H", "H", "H", "H", "H", "C", "C", "C", "C", "N", "H", "H", "H", "H", "H", "H", "H", "C", "C", "C", "C", "N", "H", "H", "H", "H", "H", "H", "H"], "xyz": [[-2.348, 3.843, -4.078], [-0.791, 3.784, -3.934], [-0.398, 5.137, -3.729], [-0.302, 3.024, -2.692], [-0.555, 1.477, -2.730], [0.296, 0.950, -1.775], [-0.330, 0.947, -4.166], [-0.522, -0.648, -4.168], [-1.262, -1.196, -5.467], [-1.855, -1.089, -4.026], [-1.972, 1.297, -2.435], [-2.188, 0.681, -1.240], [-2.103, -0.470, -1.131], [-2.751, 1.766, 0.536], [-2.597, 4.858, -4.436], [-2.693, 3.085, -4.798], [-2.762, 3.723, -3.065], [-0.294, 3.491, -4.875], [-0.691, 3.460, -1.752], [0.804, 3.129, -2.669], [0.329, -0.021, -1.811], [0.681, 1.119, -4.565], [-1.139, 1.220, -4.864], [0.299, -1.278, -3.757], [-1.382, -2.291, -5.457], [-2.153, -0.689, -5.861], [-0.561, 4.489, 5.258], [-0.953, 3.070, 4.862], [-0.079, 2.502, 3.741], [-0.203, 3.329, 2.525], [-0.294, 3.967, 1.585], [-0.688, 5.187, 4.428], [-1.189, 4.842, 6.078], [0.480, 4.532, 5.586], [-2.000, 3.063, 4.552], [-0.872, 2.420, 5.736], [-0.389, 1.482, 3.504], [0.969, 2.476, 4.048], [1.205, -3.610, 3.760], [1.249, -2.280, 3.015], [1.370, -1.076, 3.954], [0.207, -1.016, 4.867], [-0.690, -0.974, 5.569], [0.331, -3.678, 4.411], [1.148, -4.440, 3.054], [2.100, -3.747, 4.372], [0.348, -2.182, 2.406], [2.099, -2.281, 2.330], [1.412, -0.152, 3.376], [2.283, -1.144, 4.550], [3.046, -4.842, -0.213], [1.594, -5.245, -0.449], [0.888, -4.359, -1.480], [0.872, -2.955, -1.021], [0.863, -1.874, -0.662], [3.121, -3.831, 0.194], [3.515, -5.516, 0.504], [3.620, -4.882, -1.142], [1.055, -5.205, 0.501], [1.562, -6.281, -0.792], [-0.140, -4.693, -1.623], [1.398, -4.410, -2.443]], "nbo_charge": [-0.651, 0.215, -0.388, -0.467, 0.538, -0.706, -0.483, 0.096, -0.220, -0.510, -0.576, 0.709, -0.529, 0.051, 0.232, 0.210, 0.225, 0.166, 0.249, 0.228, 0.503, 0.234, 0.237, 0.194, 0.209, 0.229, -0.613, -0.382, -0.511, 0.294, -0.340, 0.216, 0.217, 0.201, 0.209, 0.218, 0.252, 0.238, -0.612, -0.384, -0.507, 0.288, -0.338, 0.219, 0.209, 0.202, 0.220, 0.210, 0.250, 0.242, -0.614, -0.380, -0.511, 0.326, -0.377, 0.212, 0.220, 0.206, 0.209, 0.213, 0.258, 0.244], "smiles": "C[C@@H](F)C[C@](O)(C[C@@H]1CO1)OC(=O)I.CCCC#N.CCCC#N.CCCC#N", "orbital_gap_ev": 9.70, "homo_energy_ev": -9.27}

---

{"formula": "C20H33I2O5RuS2Si", "method": "wB97M-V/def2-TZVPD", "symbols": ["Ru", "O", "C", "O", "C", "C", "C", "C", "C", "C", "S", "H", "H", "H", "H", "I", "C", "I", "H", "H", "C", "C", "C", "C", "O", "Si", "S", "O", "C", "C", "C", "C", "O", "C", "C", "C", "C", "H", "H", "H", "H", "H", "H", "H", "H", "H", "H", "H", "H", "H", "H", "H", "H", "H", "H", "H", "H", "H", "H", "H", "H", "H", "H", "H"], "xyz": [[-0.841, 0.363, -0.082], [0.700, -0.919, 3.271], [-0.321, -0.763, 2.623], [-0.572, 0.292, 1.913], [-1.424, -1.790, 2.688], [-1.662, -2.420, 3.903], [-2.658, -3.375, 4.026], [-3.412, -3.734, 2.918], [-3.178, -3.122, 1.698], [-2.194, -2.142, 1.578], [-1.936, -1.500, -0.047], [-1.048, -2.140, 4.750], [-2.839, -3.847, 4.982], [-4.179, -4.493, 3.001], [-3.750, -3.402, 0.823], [-0.470, 0.226, -2.687], [1.676, 0.087, -2.311], [1.931, -0.491, -0.323], [1.875, 1.133, -2.497], [1.942, -0.646, -3.058], [-0.893, 7.440, -0.724], [-1.885, 6.354, -1.115], [-3.310, 6.894, -1.114], [-1.523, 5.763, -2.473], [-1.770, 5.345, -0.100], [-2.399, 3.863, 0.089], [-0.662, 2.626, 0.103], [-3.423, 3.533, -1.135], [-4.584, 2.692, -1.243], [-4.297, 1.328, -0.637], [-4.855, 2.573, -2.737], [-5.750, 3.370, -0.534], [-3.237, 3.719, 1.467], [-2.926, 3.870, 2.866], [-4.181, 4.449, 3.501], [-2.614, 2.489, 3.425], [-1.744, 4.811, 3.056], [-0.903, 8.249, -1.456], [0.113, 7.023, -0.671], [-1.148, 7.848, 0.254], [-3.414, 7.697, -1.846], [-3.562, 7.285, -0.128], [-4.013, 6.100, -1.368], [-1.580, 6.531, -3.246], [-2.204, 4.953, -2.732], [-0.507, 5.365, -2.448], [-3.476, 0.849, -1.171], [-5.174, 0.682, -0.714], [-4.030, 1.420, 0.417], [-4.024, 2.068, -3.232], [-4.966, 3.565, -3.175], [-5.770, 2.007, -2.918], [-5.534, 3.481, 0.528], [-6.660, 2.780, -0.651], [-5.922, 4.361, -0.959], [-5.030, 3.786, 3.326], [-4.409, 5.425, 3.070], [-4.045, 4.564, 4.577], [-3.477, 1.830, 3.306], [-2.371, 2.558, 4.487], [-1.767, 2.047, 2.902], [-1.942, 5.776, 2.587], [-0.840, 4.390, 2.611], [-1.564, 4.967, 4.120]], "nbo_charge": [0.395, -0.623, 0.770, -0.749, -0.176, -0.162, -0.198, -0.206, -0.236, -0.103, 0.140, 0.237, 0.217, 0.217, 0.220, 0.342, -0.716, 0.381, 0.245, 0.239, -0.613, 0.282, -0.631, -0.640, -0.957, 2.255, -0.592, -0.959, 0.275, -0.631, -0.613, -0.633, -0.967, 0.283, -0.616, -0.637, -0.644, 0.206, 0.216, 0.213, 0.209, 0.213, 0.219, 0.209, 0.229, 0.214, 0.200, 0.217, 0.227, 0.205, 0.215, 0.209, 0.233, 0.208, 0.210, 0.210, 0.211, 0.209, 0.205, 0.208, 0.248, 0.218, 0.229, 0.214], "multiplicity": 2, "orbital_gap_ev": [6.05, 6.25], "homo_energy_ev": [-8.19, -8.00]}

---

{"formula": "C20H33N3O4S", "method": "wB97M-V/def2-TZVPD", "symbols": ["C", "C", "N", "S", "O", "O", "C", "C", "O", "N", "C", "C", "C", "C", "N", "C", "O", "C", "C", "C", "C", "C", "C", "C", "C", "C", "C", "C", "H", "H", "H", "H", "H", "H", "H", "H", "H", "H", "H", "H", "H", "H", "H", "H", "H", "H", "H", "H", "H", "H", "H", "H", "H", "H", "H", "H", "H", "H", "H", "H", "H"], "xyz": [[1.379, 5.915, 4.327], [0.631, 4.734, 4.920], [-0.756, 5.041, 5.284], [-1.977, 4.989, 4.228], [-2.972, 5.907, 4.696], [-1.465, 5.063, 2.886], [-2.670, 3.350, 4.399], [-1.672, 2.280, 3.989], [-0.932, 1.807, 4.841], [-1.617, 1.883, 2.695], [-2.409, 2.401, 1.595], [-0.657, 0.835, 2.386], [0.779, 1.312, 2.103], [0.909, 2.700, 1.491], [1.419, 0.272, 1.315], [2.732, -0.040, 1.484], [3.502, 0.671, 2.105], [3.140, -1.390, 0.931], [3.093, -2.455, 2.045], [3.571, -3.804, 1.512], [1.716, -2.532, 2.673], [0.622, -3.038, 1.974], [-0.644, -3.053, 2.543], [-0.860, -2.569, 3.831], [-2.241, -2.544, 4.435], [-2.940, -1.197, 4.233], [0.234, -2.067, 4.528], [1.499, -2.047, 3.958], [2.406, 5.628, 4.098], [0.897, 6.250, 3.409], [1.409, 6.751, 5.029], [0.610, 3.896, 4.226], [1.117, 4.364, 5.822], [-0.920, 5.718, 6.015], [-2.890, 3.210, 5.454], [-3.594, 3.363, 3.827], [-3.041, 3.220, 1.913], [-1.757, 2.792, 0.815], [-3.028, 1.605, 1.174], [-0.635, 0.117, 3.200], [-1.046, 0.326, 1.497], [1.305, 1.340, 3.062], [0.372, 3.445, 2.078], [1.964, 2.968, 1.453], [0.522, 2.720, 0.469], [0.830, -0.443, 0.921], [2.492, -1.687, 0.102], [4.160, -1.303, 0.560], [3.784, -2.123, 2.824], [3.560, -4.558, 2.299], [2.931, -4.155, 0.700], [4.587, -3.723, 1.124], [0.756, -3.434, 0.973], [-1.478, -3.459, 1.982], [-2.844, -3.340, 3.993], [-2.172, -2.756, 5.504], [-3.940, -1.206, 4.669], [-2.371, -0.391, 4.702], [-3.034, -0.967, 3.169], [0.094, -1.678, 5.531], [2.333, -1.638, 4.517]], "nbo_charge": [-0.626, -0.218, -0.896, 2.346, -0.942, -0.961, -0.770, 0.678, -0.637, -0.426, -0.400, -0.221, -0.068, -0.627, -0.619, 0.691, -0.631, -0.482, -0.232, -0.595, -0.035, -0.189, -0.224, -0.041, -0.417, -0.603, -0.159, -0.219, 0.218, 0.226, 0.202, 0.220, 0.208, 0.419, 0.271, 0.250, 0.221, 0.213, 0.193, 0.252, 0.185, 0.222, 0.225, 0.235, 0.199, 0.396, 0.201, 0.236, 0.220, 0.218, 0.199, 0.213, 0.202, 0.208, 0.206, 0.211, 0.211, 0.218, 0.197, 0.211, 0.219], "smiles": "CCNS(=O)(=O)CC(=O)N(C)C[C@H](C)NC(=O)C[C@H](C)c1ccc(CC)cc1", "orbital_gap_ev": 9.60, "de_lowest_ev": 0.342, "homo_energy_ev": -9.00}

---

{"formula": "C20H33N3O4S", "method": "wB97M-V/def2-TZVPD", "symbols": ["C", "C", "N", "S", "O", "O", "C", "C", "O", "N", "C", "C", "C", "C", "N", "C", "O", "C", "C", "C", "C", "C", "C", "C", "C", "C", "C", "C", "H", "H", "H", "H", "H", "H", "H", "H", "H", "H", "H", "H", "H", "H", "H", "H", "H", "H", "H", "H", "H", "H", "H", "H", "H", "H", "H", "H", "H", "H", "H", "H", "H"], "xyz": [[2.194, 1.257, 4.646], [2.668, 1.830, 3.321], [3.163, 0.802, 2.399], [2.195, -0.012, 1.393], [2.740, -1.335, 1.275], [0.822, 0.191, 1.788], [2.360, 0.742, -0.222], [1.556, 2.031, -0.236], [1.906, 2.952, 0.488], [0.444, 2.058, -1.003], [0.076, 0.998, -1.936], [-0.507, 3.143, -0.813], [-1.896, 2.643, -0.391], [-2.685, 3.773, 0.259], [-1.785, 1.498, 0.498], [-2.714, 0.510, 0.463], [-3.703, 0.571, -0.252], [-2.462, -0.675, 1.373], [-2.638, -1.996, 0.617], [-2.648, -3.172, 1.593], [-1.578, -2.165, -0.453], [-0.240, -2.379, -0.118], [0.718, -2.580, -1.099], [0.376, -2.569, -2.451], [1.423, -2.824, -3.508], [2.479, -1.722, -3.590], [-0.950, -2.326, -2.785], [-1.913, -2.126, -1.801], [1.864, 2.059, 5.307], [1.360, 0.573, 4.490], [2.996, 0.715, 5.151], [1.873, 2.365, 2.810], [3.479, 2.543, 3.466], [3.935, 0.228, 2.707], [3.416, 0.948, -0.378], [2.017, -0.028, -0.910], [-0.250, 0.090, -1.428], [-0.752, 1.356, -2.545], [0.899, 0.764, -2.609], [-0.090, 3.795, -0.048], [-0.605, 3.727, -1.732], [-2.450, 2.290, -1.263], [-2.764, 4.630, -0.413], [-3.691, 3.432, 0.499], [-2.192, 4.098, 1.177], [-0.932, 1.335, 1.016], [-1.471, -0.619, 1.826], [-3.203, -0.620, 2.176], [-3.606, -1.948, 0.115], [-2.768, -4.117, 1.062], [-1.719, -3.224, 2.163], [-3.470, -3.071, 2.304], [0.064, -2.400, 0.921], [1.744, -2.763, -0.798], [1.916, -3.776, -3.298], [0.934, -2.935, -4.478], [3.242, -1.962, -4.332], [2.026, -0.770, -3.873], [2.981, -1.589, -2.630], [-1.242, -2.307, -3.829], [-2.943, -1.939, -2.083]], "nbo_charge": [-0.623, -0.221, -0.888, 2.352, -0.950, -0.983, -0.768, 0.682, -0.644, -0.428, -0.429, -0.227, -0.068, -0.607, -0.634, 0.694, -0.654, -0.492, -0.239, -0.594, -0.030, -0.215, -0.230, -0.020, -0.419, -0.595, -0.241, -0.157, 0.216, 0.221, 0.201, 0.238, 0.202, 0.417, 0.267, 0.264, 0.233, 0.221, 0.205, 0.241, 0.203, 0.219, 0.208, 0.230, 0.205, 0.426, 0.227, 0.231, 0.227, 0.214, 0.202, 0.209, 0.224, 0.224, 0.212, 0.206, 0.214, 0.197, 0.201, 0.209, 0.214], "smiles": "CCNS(=O)(=O)CC(=O)N(C)C[C@H](C)NC(=O)C[C@H](C)c1ccc(CC)cc1", "orbital_gap_ev": 9.39, "de_lowest_ev": 0.017, "homo_energy_ev": -8.85}